(1)
Here is a single C7H10N2S2 molecule at a distorted geometry from the OMol25 dataset. Energies are from wB97M-V/def2-TZVPD.

Summary:
energy: -32069.55480 eV
HOMO-LUMO gap: 8.997 eV
relative energy (zero: lowest compared OMol25 entry of this formula, charge and spin): 1.534 eV
HOMO: -9.01 eV

Each line ends with the Löwdin charge.
Positions of all 21 atoms, in Å:
C 2.072 -0.238 -0.715  -0.558
C 2.281 0.014 0.750  -0.138
C 0.589 -2.494 -0.249  -0.936
C 0.384 0.793 0.154  -0.359
C -1.637 1.736 -0.933  -0.077
C -1.768 0.459 1.245  -0.060
C -0.939 1.421 0.384  -0.366
N 0.818 0.368 -0.975  0.094
N 1.264 0.603 1.241  0.155
S 1.997 -2.078 -1.033  0.861
S 0.058 -4.079 -0.297  0.697
H 2.862 0.094 -1.387  0.110
H 3.148 -0.277 1.314  0.112
H -1.007 2.373 -1.552  0.076
H -2.582 2.246 -0.747  0.077
H -1.828 0.815 -1.479  0.080
H -1.283 0.305 2.206  0.074
H -1.856 -0.504 0.745  0.077
H -2.760 0.869 1.407  0.076
H -0.775 2.343 0.955  0.143
H 0.963 -4.771 -1.033  -0.138

---

(2)
Here is a gas-phase ion, C7H10N3 (charge +1) at a distorted geometry from the OMol25 dataset. Energies are from wB97M-V/def2-TZVPD.

Summary:
energy: -11879.04295 eV
HOMO-LUMO gap (alpha / beta): 7.014 / 8.010 eV
relative energy (zero: lowest compared OMol25 entry of this formula, charge and spin): 5.971 eV
HOMO (alpha / beta): -12.26 / -12.98 eV
net charge: +1

Each line ends with the Löwdin charge.
Positions of all 20 atoms, in Å:
C 0.618 2.198 1.387  -0.033
N 0.384 1.340 0.217  -0.212
C 1.525 0.882 -0.460  0.045
C 1.176 -0.761 -1.292  0.168
N -0.015 -1.259 -1.135  -0.084
C -0.588 -2.292 -1.714  -0.132
N -1.802 -2.584 -1.306  0.151
C -1.981 -1.642 -0.313  -0.048
C -0.955 -0.752 -0.217  -0.157
C -0.473 0.222 0.837  -0.045
H -0.353 2.520 1.774  0.101
H 0.964 1.789 2.363  0.132
H 1.209 3.111 1.156  0.127
H -0.338 1.756 -0.493  0.238
H 2.465 0.741 -0.073  0.043
H 2.054 -1.174 -1.784  0.124
H 0.067 -2.943 -2.299  0.159
H -2.812 -1.587 0.361  0.125
H -1.251 0.770 1.416  0.148
H 0.104 -0.333 1.575  0.149

---

(3)
Here is a gas-phase ion, C7H10N3S2 (charge +1) at a distorted geometry from the OMol25 dataset. Energies are from wB97M-V/def2-TZVPD.

Summary:
energy: -33551.93290 eV
HOMO-LUMO gap (alpha / beta): 7.741 / 7.741 eV
relative energy (zero: lowest compared OMol25 entry of this formula, charge and spin): 1.942 eV
HOMO (alpha / beta): -12.22 / -12.22 eV
net charge: +1

Each line ends with the Löwdin charge.
Positions of all 22 atoms, in Å:
C -1.580 -0.950 -1.435  -0.052
C -1.754 -0.700 -0.109  0.048
C -0.337 -0.786 -2.020  -0.530
C 0.445 -0.069 0.007  -0.307
C 0.344 0.857 2.580  -0.614
C 0.090 2.312 2.863  -0.087
C 1.741 -1.340 -3.756  -0.347
N 0.668 -0.392 -1.174  0.110
N -0.737 -0.143 0.646  -0.068
N -0.789 0.206 1.940  -0.004
S 1.899 0.398 1.566  0.899
S -0.044 -1.248 -3.672  0.993
H -2.503 -1.252 -1.810  0.112
H -2.683 -0.895 0.552  0.186
H 0.430 0.288 3.553  0.123
H 0.753 2.813 2.126  0.080
H 0.551 2.563 3.784  0.069
H -0.953 2.607 2.839  0.088
H 2.203 -1.420 -4.730  0.059
H 1.866 -2.312 -3.294  0.030
H 2.043 -0.673 -2.886  0.056
H -1.654 0.135 2.432  0.156

---

Look up the energy of the first one. -32069.55480 eV

---

Which value of relative energy (zero: lowest compared OMol25 entry of this formula, charge and spin) does entry 3 give? 1.942 eV

---

Which value of relative energy (zero: lowest compared OMol25 entry of this formula, charge and spin) does entry 3 give? 1.942 eV

---

What did the second record say?
Here is a gas-phase ion, C7H10N3 (charge +1) at a distorted geometry from the OMol25 dataset. Energies are from wB97M-V/def2-TZVPD.

Summary:
energy: -11879.04295 eV
HOMO-LUMO gap (alpha / beta): 7.014 / 8.010 eV
relative energy (zero: lowest compared OMol25 entry of this formula, charge and spin): 5.971 eV
HOMO (alpha / beta): -12.26 / -12.98 eV
net charge: +1

Each line ends with the Löwdin charge.
Positions of all 20 atoms, in Å:
C 0.618 2.198 1.387  -0.033
N 0.384 1.340 0.217  -0.212
C 1.525 0.882 -0.460  0.045
C 1.176 -0.761 -1.292  0.168
N -0.015 -1.259 -1.135  -0.084
C -0.588 -2.292 -1.714  -0.132
N -1.802 -2.584 -1.306  0.151
C -1.981 -1.642 -0.313  -0.048
C -0.955 -0.752 -0.217  -0.157
C -0.473 0.222 0.837  -0.045
H -0.353 2.520 1.774  0.101
H 0.964 1.789 2.363  0.132
H 1.209 3.111 1.156  0.127
H -0.338 1.756 -0.493  0.238
H 2.465 0.741 -0.073  0.043
H 2.054 -1.174 -1.784  0.124
H 0.067 -2.943 -2.299  0.159
H -2.812 -1.587 0.361  0.125
H -1.251 0.770 1.416  0.148
H 0.104 -0.333 1.575  0.149